This record from the Open Molecules 2025 dataset describes a 5-piece molecular cluster, C22H44ClN2O7P overall. The level of theory is ωB97M-V/def2-TZVPD.

Cartesian coordinates (Å):
C1 6.724 -1.817 2.743
C2 7.191 -1.596 1.215
O1 8.007 -2.430 0.705
O2 6.750 -0.478 0.432
C3 5.636 -0.861 -0.436
C4 4.267 -0.451 0.333
C5 3.745 1.047 -0.053
C6 3.393 1.813 1.342
C7 2.308 2.990 1.166
C8 0.872 2.502 0.634
C9 0.142 1.430 1.642
C10 -0.866 0.580 0.713
C11 -2.039 -0.192 1.569
C12 -1.392 -0.468 3.020
N1 -1.176 -0.859 4.152
C13 -3.299 0.815 1.586
C14 -4.373 0.552 2.748
O3 -5.523 0.144 2.381
Cl1 -4.121 0.829 4.533
C15 -2.296 -1.586 0.782
C16 -3.824 -2.039 0.707
N2 -4.957 -2.448 0.882
P1 -1.279 -3.061 1.467
C17 -1.484 -4.410 0.104
C18 0.586 -2.690 1.451
H1 5.764 -1.241 2.995
H2 6.582 -2.942 2.889
H3 7.579 -1.450 3.429
H4 5.614 -2.005 -0.581
H5 5.663 -0.317 -1.462
H6 3.439 -1.246 0.155
H7 4.494 -0.433 1.464
H8 2.856 0.993 -0.777
H9 4.603 1.627 -0.555
H10 3.088 1.064 2.155
H11 4.379 2.321 1.692
H12 2.128 3.616 2.110
H13 2.740 3.719 0.369
H14 0.948 1.935 -0.380
H15 0.111 3.358 0.470
H16 -0.366 2.038 2.468
H17 0.954 0.708 2.014
H18 -1.432 1.330 0.025
H19 -0.287 -0.122 0.018
H20 -3.821 0.702 0.554
H21 -2.886 1.895 1.595
H22 -1.947 -1.444 -0.320
H23 -2.517 -4.333 -0.384
H24 -0.712 -4.111 -0.717
H25 -1.202 -5.455 0.473
H26 0.876 -1.701 0.947
H27 1.039 -2.666 2.512
H28 1.143 -3.549 0.896
C19 -7.443 -2.493 -2.023
O4 -8.159 -1.625 -1.160
H29 -8.012 -2.625 -2.945
H30 -6.469 -2.055 -2.257
H31 -7.309 -3.464 -1.538
H32 -7.634 -1.527 -0.353
C20 4.767 -0.841 -4.609
O5 3.891 -0.822 -3.491
H33 5.155 0.165 -4.770
H34 5.599 -1.522 -4.413
H35 4.222 -1.165 -5.499
H36 3.563 -1.723 -3.372
C21 1.611 7.003 1.098
O6 0.734 6.079 1.725
H37 2.346 6.449 0.512
H38 1.042 7.661 0.437
H39 2.127 7.594 1.859
H40 0.096 6.593 2.236
C22 -8.555 -0.187 -5.574
O7 -9.438 -0.064 -4.471
H41 -9.060 0.171 -6.472
H42 -7.660 0.416 -5.398
H43 -8.277 -1.236 -5.709
H44 -8.967 -0.387 -3.691

Maximum force (eV/A): 6.9
HOMO level (eV): -8.79
Charge: 0
Orbital gap (eV): 8.80
SMILES: CC(=O)OCCCCCCCC[C@@](C#N)(CC(=O)Cl)[C@H](C#N)P(C)C.CO.CO.CO.CO

Atom charges from the Löwdin analysis, given in e for atoms 1 to 5:
1 C 0.00
2 C -0.38
3 O 0.04
4 O -0.09
5 C -0.17


This record from the Open Molecules 2025 dataset describes C22H44Cu2O17S3 as an isolated structure. The level of theory is ωB97M-V/def2-TZVPD.

Cartesian coordinates (Å):
Cu1 -1.239 -2.964 1.214
Cu2 -1.210 1.547 0.369
S1 -0.671 -0.580 -1.199
O1 0.276 0.262 -0.352
O2 -0.138 -0.695 -2.544
O3 -0.894 -1.896 -0.599
O4 -1.926 0.244 -1.111
S2 -2.016 -0.142 2.933
O5 -3.340 -0.449 3.507
O6 -1.590 -1.097 1.921
O7 -1.961 1.194 2.324
O8 -1.181 -0.229 4.157
C1 -0.305 2.642 -3.420
C2 1.000 3.279 -2.953
C3 0.894 3.255 -1.418
O9 -0.503 3.039 -1.128
C4 -1.274 3.064 -2.346
H1 -0.228 1.552 -3.420
H2 -0.550 2.977 -4.428
H3 0.988 4.342 -3.240
H4 1.930 2.911 -3.382
H5 1.167 4.196 -0.946
H6 1.465 2.413 -1.026
H7 -1.680 4.075 -2.461
H8 -2.094 2.357 -2.247
C5 -5.325 2.488 0.871
C6 -4.672 3.756 1.431
C7 -3.383 3.907 0.627
O10 -3.044 2.588 0.233
C8 -4.247 1.823 0.003
H9 -6.199 2.738 0.264
H10 -5.727 1.812 1.625
H11 -4.399 3.606 2.479
H12 -5.327 4.625 1.433
H13 -2.573 4.307 1.235
H14 -3.493 4.541 -0.260
H15 -4.038 0.788 0.248
H16 -4.491 1.922 -1.057
C9 2.907 -1.659 2.562
C10 2.835 -1.437 1.047
C11 2.125 -2.698 0.625
O11 1.113 -2.890 1.602
C12 1.552 -2.315 2.841
H17 2.984 -0.744 3.149
H18 3.719 -2.341 2.813
H19 3.814 -1.386 0.562
H20 2.286 -0.535 0.780
H21 2.798 -3.565 0.575
H22 1.663 -2.633 -0.363
H23 1.626 -3.074 3.626
H24 0.792 -1.601 3.164
C13 -1.179 -6.381 -1.492
C14 0.000 -6.696 -0.553
C15 -0.264 -5.790 0.654
O12 -1.245 -4.825 0.249
C16 -1.484 -4.947 -1.163
H25 -2.025 -7.006 -1.195
H26 -0.964 -6.535 -2.545
H27 0.936 -6.471 -1.068
H28 0.037 -7.752 -0.292
H29 0.627 -5.285 1.032
H30 -0.654 -6.373 1.495
H31 -0.840 -4.229 -1.686
H32 -2.488 -4.612 -1.424
C17 0.904 2.419 3.794
C18 0.844 3.878 3.319
C19 0.793 3.764 1.778
O13 0.532 2.398 1.486
C20 1.187 1.641 2.507
H33 -0.064 2.100 4.172
H34 1.682 2.216 4.528
H35 1.719 4.454 3.618
H36 -0.032 4.400 3.698
H37 1.712 4.106 1.291
H38 -0.009 4.369 1.348
H39 2.249 1.609 2.241
H40 0.766 0.640 2.474
C21 2.826 -0.843 -2.592
C22 2.653 -0.385 -4.045
O14 3.975 -0.020 -4.472
S3 5.004 -1.038 -3.818
O15 6.220 -0.367 -3.606
O16 5.003 -2.273 -4.527
O17 4.228 -1.213 -2.457
H41 2.188 -1.663 -2.302
H42 2.701 0.037 -1.964
H43 2.024 0.497 -4.110
H44 2.218 -1.144 -4.697

Maximum force (eV/A): 1.6
HOMO level (spin up / spin down) (eV): -8.24 / -8.23
Charge: 0
Orbital gap (spin up / spin down) (eV): 8.57 / 4.71
Spin multiplicity: 3

Atom charges from the Löwdin analysis, given in e for atoms 1 to 5:
1 Cu 0.44
2 Cu 0.74
3 S 0.35
4 O -0.39
5 O -0.32


This record from the Open Molecules 2025 dataset describes C22H44CuO27S6 as an isolated structure. The level of theory is ωB97M-V/def2-TZVPD.

Cartesian coordinates (Å):
Cu1 0.387 -1.567 1.805
S1 -0.241 0.328 -0.035
O1 -1.074 -0.501 0.815
O2 1.015 -0.203 0.473
O3 -0.335 0.009 -1.440
O4 -0.316 1.708 0.397
C1 1.660 -4.711 -1.227
C2 0.135 -4.912 -1.102
C3 -0.242 -3.494 -0.662
O5 0.679 -3.199 0.359
C4 1.883 -3.663 -0.114
H1 1.923 -4.176 -2.139
H2 2.204 -5.655 -1.226
H3 -0.063 -5.621 -0.299
H4 -0.410 -5.133 -2.019
H5 -1.239 -3.464 -0.220
H6 -0.256 -2.669 -1.375
H7 2.400 -4.213 0.673
H8 2.604 -2.907 -0.426
C5 4.153 -3.162 3.850
C6 4.553 -2.593 2.469
C7 3.495 -1.576 2.211
O6 2.303 -2.238 2.671
C8 2.659 -3.282 3.646
H9 4.411 -2.461 4.643
H10 4.553 -4.123 4.175
H11 4.584 -3.350 1.686
H12 5.502 -2.057 2.498
H13 3.319 -1.239 1.189
H14 3.644 -0.656 2.776
H15 2.556 -4.221 3.103
H16 2.070 -3.441 4.549
C9 0.286 0.832 5.438
C10 -1.139 0.872 4.936
C11 -1.125 0.865 3.419
O7 0.131 0.074 3.205
C12 1.087 0.469 4.189
H17 0.322 0.229 6.345
H18 0.513 1.886 5.597
H19 -1.681 1.781 5.197
H20 -1.660 0.025 5.383
H21 -1.094 1.911 3.113
H22 -1.957 0.434 2.861
H23 1.644 1.279 3.718
H24 1.784 -0.357 4.331
C13 -0.674 3.472 -3.302
C14 -1.552 3.514 -2.120
O8 -2.844 3.397 -2.697
S2 -2.992 4.054 -4.283
O9 -3.024 5.503 -4.185
O10 -3.931 3.369 -5.156
O11 -1.402 3.667 -4.512
H25 -0.050 2.584 -3.396
H26 0.075 4.258 -3.200
H27 -1.527 4.437 -1.539
H28 -1.530 2.612 -1.508
C15 -4.991 1.819 0.256
C16 -3.738 1.241 1.054
O12 -4.405 0.421 1.972
S3 -5.769 -0.262 1.375
O13 -6.916 0.059 2.193
O14 -5.593 -1.670 1.045
O15 -5.751 0.694 0.035
H29 -4.711 2.356 -0.650
H30 -5.578 2.592 0.752
H31 -3.077 1.941 1.565
H32 -3.167 0.659 0.330
C17 1.497 -0.387 -3.938
C18 2.616 -0.507 -2.883
O16 3.438 -1.516 -3.436
S4 3.689 -1.200 -4.968
O17 3.884 -2.471 -5.605
O18 4.646 -0.106 -5.053
O19 2.133 -0.673 -5.163
H33 0.966 0.565 -3.938
H34 0.791 -1.216 -3.975
H35 2.094 -0.842 -1.986
H36 3.094 0.467 -2.772
C19 1.192 4.228 0.643
C20 2.382 3.417 1.212
O20 2.966 4.155 2.234
S5 2.561 5.708 2.203
O21 3.746 6.526 1.952
O22 1.622 6.020 3.332
O23 1.617 5.530 0.792
H37 0.230 4.168 1.154
H38 0.994 3.900 -0.377
H39 3.140 3.193 0.461
H40 2.003 2.544 1.743
C21 -3.232 -0.339 -2.514
C22 -2.383 -0.553 -3.779
O24 -2.469 -1.920 -4.242
S6 -3.461 -2.857 -3.184
O25 -2.842 -4.142 -2.791
O26 -4.857 -2.785 -3.669
O27 -3.300 -1.666 -1.964
H41 -4.185 0.153 -2.711
H42 -2.724 0.343 -1.833
H43 -1.342 -0.238 -3.857
H44 -2.985 -0.075 -4.552

Maximum force (eV/A): 5.3
HOMO level (spin up / spin down) (eV): -10.65 / -10.55
ΔE to the lowest compared entry with this formula, charge and spin (kcal/mol): 30.66
Charge: 0
Orbital gap (spin up / spin down) (eV): 10.00 / 7.70
Spin multiplicity: 2

Atom charges from the Löwdin analysis, given in e for atoms 1 to 5:
1 Cu 0.75
2 S 0.22
3 O -0.30
4 O -0.32
5 O -0.28